The following is a DFT calculation (ωB97M-V/def2-TZVPD) of a 2-piece molecular cluster, C10H16 overall in a non-equilibrium geometry.

```
26
Properties=species:S:1:pos:R:3:forces:R:3
C 0.516377 -1.051624 -1.034371 0.7471 -0.9661 0.8673
C 0.574288 -2.433380 -1.701615 0.1684 0.5680 -0.7631
C -0.813562 -0.495611 -0.720703 -0.0723 -0.8413 -0.9277
C -1.981223 -0.920025 -1.460788 -1.0809 0.3764 0.2408
C -0.991371 0.454374 0.303845 -0.0725 0.9652 0.5056
C -3.231651 -0.533257 -1.055482 0.3724 0.2676 -0.5695
C -2.221309 0.968345 0.582209 -0.1905 -0.4016 0.4001
C -3.383953 0.418204 -0.036425 0.2444 0.3679 -0.3077
H 1.087819 -1.096663 -0.100679 0.0120 0.3068 0.0435
H 1.100299 -0.359929 -1.656603 -0.2571 0.3015 -0.0140
H -0.084456 -2.349903 -2.564343 0.0000 -0.7722 -0.0920
H -2.011615 -1.474795 -2.388227 0.8662 -0.2526 0.1436
H -0.139045 0.857485 0.861079 -0.6561 -0.5193 -0.5074
H -4.066131 -0.795836 -1.689582 -0.2217 -0.2024 0.3146
H -2.303564 1.744853 1.330813 -0.1815 -0.0230 -0.0091
H -4.372397 0.815697 0.152636 0.0421 0.0206 0.2609
H 0.392266 -3.310062 -1.084560 -0.6193 0.3030 0.2300
H 1.574482 -2.617516 -2.093146 0.0410 0.2913 -0.0509
C 2.834457 2.079115 2.258380 -0.2523 -0.6777 0.2956
C 2.322447 0.994834 1.315563 -0.6838 0.0434 -0.3457
H 2.067169 2.172949 3.021201 0.1467 0.3245 0.3615
H 3.760628 1.783459 2.748217 0.0178 -0.0011 -0.0448
H 2.993074 3.046546 1.802556 -0.0859 0.1172 -0.2891
H 1.243694 1.119160 1.129289 0.9792 0.4980 0.1079
H 2.345380 -0.006654 1.750304 0.4966 0.0198 0.0772
H 2.787899 0.990227 0.330436 0.2400 -0.1137 0.0723
```
Forces are in eV/Å.

The value obtained for the energy is -10620.3272 eV. Its spin multiplicity is 2. Its HOMO-LUMO gap (alpha / beta) is 10.32 / 6.49 eV. The expectation value of S² is 0.768. The value obtained for the molar mass is 136.2 g mol⁻¹. For the highest occupied orbital energy (alpha / beta), the calculation gives -14.63 / -14.63 eV. The total charge is +1. As for the energy above the lowest of the compared OMol25 structures with the same formula, charge and spin: 52.69 kJ/mol.


The following is a DFT calculation (ωB97M-V/def2-TZVPD) of C21H18AuClN3O as an isolated structure.

```
45
Properties=species:S:1:pos:R:3:forces:R:3
Au 0.459863 0.701344 0.662447 0.0537 0.0548 0.0082
C 3.825242 -2.048453 -0.541033 0.0341 -0.0013 0.0147
C 2.538557 -1.401830 -0.151614 0.0337 -0.1266 -0.1127
N 2.432756 -0.387286 0.614030 0.0591 0.1035 -0.0462
N 3.583292 0.167422 1.124393 0.0400 0.0091 0.1772
C 2.519321 2.335087 -1.472853 -0.0610 -0.0732 -0.1643
O 3.347673 2.217390 -2.223985 0.0571 0.0114 0.0543
C -0.258117 2.322121 1.248062 -0.0091 0.1077 0.1500
C 2.668239 3.378137 1.536942 -0.0089 0.2577 -0.1240
C 1.914896 4.371069 1.785096 -0.1233 0.0434 0.0801
C 0.793879 5.096182 2.328592 0.0834 0.0945 -0.0221
C -0.456575 4.631196 2.304587 0.0776 -0.0399 0.0179
C -0.864742 3.382826 1.674536 -0.2447 -0.0876 -0.1793
C 1.257064 -1.925315 -0.681391 -0.0324 -0.0469 -0.0080
C 1.175078 -3.120965 -1.373662 0.0002 0.0043 -0.0082
C -0.067244 -3.568722 -1.799343 0.0095 -0.0117 -0.0028
C -1.187955 -2.807677 -1.524852 -0.0181 0.0088 0.0047
C -1.026853 -1.620607 -0.829892 0.0093 0.0151 -0.0080
N 0.165254 -1.193537 -0.416350 -0.1071 -0.0510 -0.0349
H 4.664000 -1.398496 -0.309529 -0.0107 -0.0160 -0.0191
H 3.827052 -2.249843 -1.612062 0.0026 -0.0065 -0.0064
H 3.958172 -2.998774 -0.019804 -0.0023 0.0075 -0.0031
H -0.326858 -0.483908 3.788789 -0.0414 0.0303 -0.0298
H 2.795931 4.874142 1.233028 0.0435 -0.0235 -0.0234
H 0.993041 6.067583 2.760512 -0.0111 -0.0090 0.0073
H -1.244520 5.230832 2.737088 -0.0161 -0.0158 0.0096
H -1.928120 3.242079 1.437628 -0.0018 0.0845 0.0395
H 2.065787 -3.698281 -1.571297 0.0009 -0.0064 -0.0050
H -0.153972 -4.502612 -2.337838 0.0020 0.0011 -0.0031
H -2.173969 -3.117142 -1.839064 -0.0001 0.0008 -0.0003
H -1.870676 -0.986645 -0.595919 -0.0023 -0.0028 0.0012
Cl 1.550706 1.849760 3.948333 0.0388 -0.0702 0.0895
C 2.297268 0.429070 3.286681 -0.0135 0.0539 0.0565
C 3.513314 0.657660 2.501377 0.0431 -0.1228 -0.0605
C 4.326787 -0.589960 2.168314 0.0467 0.0999 0.0210
C 3.813695 -1.859161 2.668888 -0.0873 -0.0455 0.0375
C 2.591905 -1.949687 3.219101 0.0822 -0.0384 -0.0084
C 1.785781 -0.786923 3.550007 0.0095 -0.0307 0.0056
C 0.501420 -0.969962 4.304228 0.0181 -0.0385 0.0609
H 4.004401 1.611542 2.628623 0.0246 -0.0814 0.0161
H 5.395320 -0.488572 2.031683 0.0089 -0.0173 0.0465
H 4.456115 -2.728095 2.610219 -0.0068 -0.0013 -0.0077
H 2.222444 -2.912987 3.550000 0.0117 -0.0050 -0.0001
H 0.563640 -0.520654 5.296658 0.0082 -0.0064 -0.0030
H 0.265316 -2.025382 4.422905 -0.0006 -0.0126 -0.0177
```
Forces are in eV/Å.

The value obtained for the energy is -44787.4172 eV. Its HOMO-LUMO gap is 7.78 eV. The value obtained for the molar mass is 560.8 g mol⁻¹. For the highest occupied orbital energy, the calculation gives -11.36 eV. The total charge is +1. As for the energy above the lowest of the compared OMol25 structures with the same formula, charge and spin: 8.57 kJ/mol.


The following is a DFT calculation (ωB97M-V/def2-TZVPD) of a 2-piece molecular cluster, C4H15N3O overall in a non-equilibrium geometry.

```
23
Properties=species:S:1:pos:R:3:forces:R:3
C 2.343776 0.761212 -1.201243 1.9453 -0.4843 0.3108
N 1.116945 0.379637 -0.487259 0.0988 -0.2174 -1.3659
C 0.127526 -0.044990 -1.453824 -2.1392 3.4487 -1.7272
C -1.301029 0.092403 -0.893840 -1.4001 -2.0527 0.1343
N -1.687918 -1.074417 -0.055385 -0.5343 0.9511 0.5010
C -1.502076 -1.040712 1.423759 0.3099 -0.6915 -2.3410
N -0.154291 -1.511500 1.778790 0.4950 0.8775 0.7372
H 2.993415 -0.031784 -1.715799 -1.2138 0.3132 0.8303
H 2.054061 1.403013 -2.041763 0.0717 0.2080 0.5315
H 3.082113 1.281254 -0.529749 -0.9636 -0.2421 -0.5476
H 1.104216 -0.365705 0.182801 1.1172 -0.4555 0.6625
H 0.214312 -1.012079 -1.928892 0.5137 -0.5211 0.0496
H 0.179626 0.749122 -2.301369 -0.0722 -1.4092 1.0580
H -1.517379 0.908161 -0.265345 0.5867 1.4890 0.5613
H -2.130869 0.183335 -1.641204 1.1717 -0.2473 -0.1776
H -1.320359 -1.873289 -0.522605 0.1587 -1.0279 0.3842
H -1.722035 -0.022509 1.706209 0.1299 0.2672 0.3386
H -2.240676 -1.718274 1.858864 0.0164 0.1405 0.0097
H 0.366608 -0.867096 2.379338 -0.3086 0.2395 -0.4181
H -0.231720 -2.300583 2.382543 -0.0896 -0.9124 0.1860
O -0.208704 2.264468 0.985159 0.4867 -0.6560 -0.6321
H 0.082300 2.251010 1.900790 0.1937 -0.0601 -0.1194
H 0.352158 1.589324 0.440021 -0.5740 1.0427 1.0340
```
Forces are in eV/Å.

Its SMILES is CNCCNCN.O. The value obtained for the energy is -10907.8734 eV. Its HOMO-LUMO gap is 9.28 eV. The value obtained for the molar mass is 121.2 g mol⁻¹. For the highest occupied orbital energy, the calculation gives -8.39 eV. As for the energy above the lowest of the compared OMol25 structures with the same formula, charge and spin: 160.75 kJ/mol.